# 1
DFT (ωB97M-V/def2-TZVPD) results for a gas-phase ion, C2H6BrClP (charge +1).

```
11
Properties=species:S:1:pos:R:3:nbo_charge:R:1
H -1.407 -0.564 -1.758 0.281
C -1.409 -0.936 -0.720 -1.022
H -0.554 -1.542 -0.644 0.254
Cl -2.931 1.341 0.015 -0.135
H 2.654 1.330 1.256 0.263
H 1.572 -0.182 1.395 0.238
Br 0.780 1.510 -0.258 0.178
H -2.124 -1.673 -0.652 0.276
C 2.143 0.486 0.723 -0.606
H 2.742 -0.032 -0.056 0.260
P -1.467 0.263 0.700 1.014
```

Calculated values
Net charge: +1
2S+1: 1
HOMO level: -15.1 eV

***

# 2
DFT (ωB97M-V/def2-TZVPD) results for C2H6BrNO2S in the gas phase.

```
13
Properties=species:S:1:pos:R:3:nbo_charge:R:1
H -1.464 -1.280 0.862 0.251
Br 0.329 2.122 2.255 -0.322
O -2.186 0.561 1.534 -0.900
H 1.192 1.544 -0.360 0.202
H 0.232 -1.763 0.704 0.196
S -1.217 1.275 0.767 1.471
H 1.056 -0.419 -2.345 0.469
N -0.296 0.133 -0.055 -0.670
O 1.073 0.490 -2.025 -0.699
C -0.596 -1.254 0.199 -0.443
H -0.860 -1.772 -0.723 0.200
C 0.984 0.506 -0.630 0.082
H 1.755 -0.143 -0.182 0.164
```

Calculated values
Net charge: 0
2S+1: 1
HOMO level: -9.5 eV

***

# 3
DFT (ωB97M-V/def2-TZVPD) results for 2 unconnected molecules or ions with the total composition C2H6BrO2P.

```
12
Properties=species:S:1:pos:R:3:nbo_charge:R:1
O 0.298 -2.285 -1.084 -0.976
C 0.516 1.538 -0.930 -0.255
C 0.009 -0.917 1.317 -1.014
H 1.005 1.713 0.082 0.193
H -0.063 -1.844 1.744 0.267
H 0.985 2.155 -1.617 0.211
H -0.584 1.714 -0.983 0.229
P -0.108 -1.023 -0.530 2.194
H -0.526 -0.247 1.968 0.281
H 1.017 -0.728 1.651 0.260
Br -3.201 -0.191 -0.408 -0.584
O 0.651 0.114 -1.211 -0.805
```

Calculated values
Net charge: 0
2S+1: 1
HOMO level (spin up / spin down): -9.4 / -9.4 eV

***

Energy relative to the best compared isomer or geometry (same formula, charge and spin) for every record listed, in sequence, given in kJ/mol: 133.0; 34.3; 215.3.
E for every record listed, in sequence, given in hartree: -3455.0654; -3257.2099; -3145.6248.
Largest force on an atom for every record listed, in sequence, given in eV Å⁻¹: 2.82; 1.98; 3.58.